Entry from OMol25: C23H31O4Si as an isolated structure (the ωB97M-V functional and the def2-TZVPD basis).

## Properties
Total charge = +1
E_HOMO = -0.3957 Eh
E = -40414.5983 eV
Gap between HOMO and LUMO = 7.09 eV

Structure (XYZ):
```
59
Properties=species:S:1:pos:R:3:forces:R:3:mulliken_charge:R:1
C 3.249 -0.117 3.514 0.05 -0.05 -0.34 -0.93
Si 1.850 -0.224 2.292 0.87 -0.12 0.48 0.13
C 1.771 1.224 1.157 -0.01 0.22 -0.44 -0.96
C 1.754 -1.899 1.504 -0.09 -0.16 -0.25 -1.01
O 0.573 -0.120 3.445 -1.42 0.33 -0.42 -0.03
C -0.690 0.025 3.207 1.72 0.24 0.74 0.44
C -1.538 -0.067 4.379 -0.81 -2.61 2.19 0.43
C -2.974 -0.133 3.953 -1.19 -0.22 0.81 -0.60
C -3.191 -0.776 2.607 0.32 -0.29 -0.63 -0.99
C -2.464 0.008 1.515 -0.16 0.81 1.00 -0.49
O -1.023 0.190 1.941 -0.64 -0.65 0.92 -0.35
H 4.178 -0.027 2.937 0.03 -0.02 0.34 0.41
H 3.144 0.747 4.185 0.05 -0.16 -0.23 0.21
H 3.289 -1.025 4.131 0.06 0.21 -0.16 0.29
H 2.692 1.204 0.547 -0.33 0.13 0.14 0.39
H 0.905 1.203 0.477 0.36 -0.02 0.20 0.30
H 1.752 2.175 1.712 0.06 -0.28 -0.13 0.32
H 2.623 -1.983 0.826 -0.35 -0.12 0.19 0.37
H 1.822 -2.704 2.254 0.03 0.33 -0.25 0.31
H 0.838 -2.056 0.911 0.36 0.08 0.14 0.32
H -1.166 -0.995 5.018 -0.71 1.64 -1.78 0.21
H -3.521 -0.664 4.757 0.06 0.22 -0.62 0.33
H -3.415 0.873 3.925 0.22 -0.17 -0.11 0.10
H -2.785 -1.793 2.638 -0.11 -0.04 -0.17 0.35
H -4.253 -0.852 2.348 0.19 0.09 0.03 0.44
H -2.484 -0.495 0.537 0.46 0.31 0.43 0.35
H -2.829 1.060 1.444 0.08 -0.86 -0.16 0.32
C -6.413 -1.236 9.583 0.15 0.24 0.12 -0.82
O -6.389 -0.258 8.550 0.36 0.80 -0.42 -0.40
C -5.218 0.310 8.162 0.79 -1.02 0.05 0.80
C -5.232 1.069 6.959 -0.52 -0.56 0.68 -0.90
C -4.052 1.330 6.308 0.80 0.73 0.61 -0.47
C -2.787 1.011 6.896 -1.01 -1.45 -1.66 -0.01
C -1.594 1.025 5.959 1.32 2.05 -0.58 -0.49
C -0.271 0.946 6.710 0.81 -0.87 -1.91 0.51
C 0.780 1.873 6.453 -0.94 -0.24 0.74 -0.34
C 2.036 1.690 7.001 0.23 -0.91 0.57 -0.93
C 2.316 0.515 7.760 -0.24 -0.41 -0.60 0.81
O 3.611 0.339 8.146 -0.52 0.43 -0.10 -0.43
C 4.013 -0.807 8.896 -0.26 0.16 -0.02 -0.83
C 1.303 -0.462 7.942 1.10 0.35 0.17 -1.05
C 0.063 -0.262 7.362 -0.72 0.70 0.16 -0.45
C -2.799 0.426 8.190 0.30 0.42 -0.47 -0.34
C -3.979 0.039 8.818 -0.81 0.47 -0.66 -0.82
H -7.454 -1.522 9.650 -0.10 -0.10 0.13 0.24
H -5.809 -2.117 9.341 0.04 0.18 -0.10 0.36
H -6.085 -0.807 10.533 -0.04 -0.08 -0.01 0.33
H -6.197 1.347 6.533 0.28 -0.16 0.10 0.43
H -4.071 1.870 5.348 -0.09 -0.31 0.74 0.52
H -1.658 1.825 5.179 0.16 0.25 1.72 0.74
H 0.551 2.786 5.898 0.14 -0.30 0.07 0.45
H 2.840 2.405 6.851 -0.14 -0.10 0.00 0.46
H 5.085 -0.677 9.038 -0.14 -0.10 0.03 0.24
H 3.509 -0.829 9.870 0.08 -0.05 -0.15 0.35
H 3.822 -1.740 8.351 0.00 0.18 0.05 0.33
H 1.519 -1.372 8.519 -0.15 0.44 -0.41 0.38
H -0.708 -1.038 7.469 0.43 0.29 -0.09 0.64
H -1.851 0.316 8.720 -0.39 -0.23 -0.20 0.67
H -3.946 -0.494 9.774 -0.03 0.36 -0.43 0.36
```
Forces are in eV/Å.